Record 1
Below is an isolated molecule of C3H5ClN2 in a non-equilibrium geometry, with properties calculated with ωB97M-V/def2-TZVPD.

Atoms and positions in Å:
Cl1 -1.98664 0.58782 -1.11074
N1 1.17967 0.99637 0.64268
N2 1.13792 -0.45245 0.49961
C1 0.17785 -0.87174 -0.36367
C2 -0.93579 0.10754 -0.02536
C3 -0.08934 1.27759 0.38210
H1 -1.62384 -0.39102 0.76656
H2 -0.08941 -2.07189 -0.36957
H3 0.53454 -0.67017 -1.34306
H4 2.22599 -0.65721 0.15438
H5 -0.53096 2.14516 0.76706

Properties
E (Ha): -686.89686
Highest occupied orbital energy (eV): -8.97
SMILES: Cl[C@@H]1C=NNC1
Net charge: 0


Record 2
Below is a cluster of 2 separate species, C3H5NO4 in total in a non-equilibrium geometry, with properties calculated with ωB97M-V/def2-TZVPD.

Atoms and positions in Å:
O1 3.26270 -0.10838 0.41276
O2 1.33285 -1.99506 0.51132
O3 0.71578 -0.99376 -1.33842
O4 2.04060 1.65528 -0.36010
N1 2.31525 0.54290 0.05134
C1 -0.64817 1.01854 0.15643
C2 0.67432 -1.01793 -0.00376
C3 -0.09917 -0.07643 0.70790
H1 -0.31929 -0.07687 1.83475
H2 -0.26485 1.31606 -0.85935
H3 2.33782 -1.78645 0.21189
H4 -1.16652 1.76057 0.66998
H5 0.18226 -0.33997 -1.82024

Properties
E (Ha): -472.83220
Highest occupied orbital energy (alpha / beta) (eV): -7.97 / -7.96
Net charge: 0


Record 3
Below is a structure of composition C18H12IrN5O3SSe in a non-equilibrium geometry, with properties calculated with ωB97M-V/def2-TZVPD.

Atoms and positions in Å:
Ir1 -0.12091 0.45866 0.45374
Se1 0.72737 2.25922 1.87835
S1 1.03475 -0.56969 3.36800
O1 1.59075 -1.82539 3.96666
O2 -2.38718 2.95647 -1.82379
O3 2.83411 -1.59857 -1.65227
N1 0.88698 -2.15996 1.35005
N2 0.45651 -0.95445 1.82766
N3 -2.08696 0.84671 1.03298
N4 1.34789 -0.08797 -0.79611
N5 -0.64084 1.64403 -1.02910
C1 -2.60688 1.82024 0.26378
C2 -3.95910 0.99918 2.48761
C3 1.74290 -2.27317 0.29003
C4 1.40594 2.73963 -3.94377
C5 -4.48729 2.02318 1.71704
C6 2.47358 1.86756 -3.81141
C7 1.10087 -4.48044 1.86948
C8 0.34792 2.68978 -3.04552
C9 -3.80407 2.42915 0.58241
C10 -1.84799 2.21818 -1.00276
C11 -2.74629 0.44705 2.11639
C12 2.49790 0.93377 -2.78096
C13 0.35355 1.75571 -2.01631
C14 2.35477 -3.50003 0.10630
C15 2.06881 -4.60073 0.89528
C16 2.02481 -1.23075 -0.79975
C17 0.53389 -3.24829 2.07782
C18 1.44249 0.84962 -1.88161
H1 -4.15918 3.21377 -0.07139
H2 3.34420 0.27636 -2.66326
H3 0.79245 -5.31805 2.47828
H4 -2.27137 -0.33462 2.69581
H5 -4.46839 0.63675 3.37003
H6 3.06175 -3.54086 -0.70824
H7 2.57719 -5.54189 0.73445
H8 -5.41318 2.50433 2.00788
H9 -0.21800 -3.06081 2.82347
H10 1.39927 3.47694 -4.73778
H11 -0.48460 3.37150 -3.12078
H12 3.30159 1.90787 -4.50866

Properties
2S+1: 2
E (Ha): -4096.63798
Highest occupied orbital energy (alpha / beta) (eV): -2.97 / -2.95
Net charge: -1


Record 4
Below is a structure of composition C5H9BrO3S in a non-equilibrium geometry, with properties calculated with ωB97M-V/def2-TZVPD.

Atoms and positions in Å:
Br1 -1.98329 1.83742 -0.61408
S1 0.99710 1.90773 -0.42773
O1 -0.56988 -1.23485 1.14672
O2 1.87569 2.19572 0.66767
O3 0.69093 2.98142 -1.31592
C1 1.24503 -0.70590 -0.39967
C2 -0.48000 1.22925 0.34337
C3 1.64920 0.39293 -1.39382
C4 -0.27356 -0.56220 0.00604
C5 -1.88380 -1.64496 1.38734
H1 -2.51414 -1.80352 0.44968
H2 2.70871 0.38411 -1.44706
H3 -1.84424 -2.61235 1.90493
H4 -2.46005 -0.92776 1.80414
H5 -0.65735 1.46333 1.44496
H6 1.22284 0.16986 -2.28840
H7 -0.97111 -0.74046 -0.85552
H8 1.92242 -0.74433 0.47332
H9 1.32550 -1.58546 -0.88597

Properties
E (Ha): -3393.73835
Highest occupied orbital energy (eV): -9.54
Net charge: 0


How do the records compare in energy above the lowest of the compared OMol25 structures with the same formula, charge and spin? In the order shown, they have 62.2, 148.9, 77.6, 36.1 kcal per mole.